No. 1
Computed, not measured: a molecular structure, C29H31BrIN8O2Pt in a non-equilibrium geometry, with ωB97M-V/def2-TZVPD.

Geometry as XYZ:
```
73
C29H31BrIN8O2Pt ωB97M-V/def2-TZVPD
Pt 0.32 0.02 0.35
N -1.35 1.85 0.03
N -1.29 2.83 1.04
C -0.49 2.65 2.10
N -0.38 3.61 3.02
N 0.13 1.48 2.17
N 0.88 1.04 3.18
O 1.09 1.74 4.15
O 1.30 -0.09 3.04
H -1.08 2.26 -0.87
H -2.30 1.48 -0.05
H -1.66 3.75 0.84
H -0.92 4.45 2.99
H 0.19 3.40 3.84
C -3.69 -4.33 3.97
C -3.04 -5.22 2.96
C -3.23 -6.60 2.99
C -2.63 -7.42 2.05
C -1.83 -6.87 1.06
C -1.63 -5.50 1.01
C -2.24 -4.68 1.95
N -2.16 -3.27 1.86
C -1.14 -2.52 1.35
N 0.10 -3.04 1.55
C 1.33 -2.71 1.00
C 1.54 -1.58 0.17
C 2.77 -1.50 -0.50
C 3.77 -2.43 -0.30
C 3.60 -3.43 0.65
C 2.39 -3.59 1.31
C 2.25 -4.66 2.35
N -1.37 -1.38 0.78
C -2.71 -0.98 0.58
C -3.29 -1.23 -0.67
C -4.61 -0.88 -0.90
C -5.36 -0.28 0.11
C -4.77 -0.01 1.33
C -3.45 -0.35 1.59
C -2.84 -0.01 2.92
H -4.15 -4.91 4.76
H -4.47 -3.72 3.51
H -2.95 -3.66 4.42
H -3.85 -7.02 3.76
H -2.80 -8.48 2.08
H -1.37 -7.50 0.31
H -1.04 -5.06 0.22
H -3.04 -2.78 1.94
H 0.10 -3.89 2.10
H 2.95 -0.70 -1.20
H 4.69 -2.36 -0.85
H 4.41 -4.11 0.86
H 3.22 -5.10 2.57
H 1.60 -5.47 2.01
H 1.85 -4.25 3.28
H -2.70 -1.70 -1.44
H -5.05 -1.07 -1.86
H -6.39 -0.01 -0.07
H -5.35 0.45 2.12
H -2.93 1.06 3.10
H -1.79 -0.29 2.97
H -3.37 -0.52 3.73
Br 0.04 4.77 -1.54
C 1.89 4.90 -1.95
C 2.35 6.07 -2.53
C 3.69 6.20 -2.83
C 4.56 5.16 -2.56
C 4.09 3.99 -1.98
C 2.75 3.86 -1.66
I 2.07 2.03 -0.67
H 1.66 6.88 -2.74
H 4.06 7.11 -3.27
H 5.61 5.25 -2.80
H 4.76 3.17 -1.76
```

Results
* DFT total energy: -127972.7141 eV
* charge: +1
* energy above the lowest of the compared OMol25 structures with the same formula, charge and spin: 280.3 kJ/mol

No. 2
Computed, not measured: 2 unconnected molecules or ions with the total composition C29H31N3O4S in a non-equilibrium geometry, with ωB97M-V/def2-TZVPD.

Geometry as XYZ:
```
68
C29H31N3O4S ωB97M-V/def2-TZVPD
C 5.18 0.82 7.15
O 5.81 1.00 5.87
C 5.21 0.42 4.80
C 5.84 0.58 3.53
C 5.28 0.03 2.40
C 4.06 -0.71 2.47
S 3.35 -1.32 1.11
C 3.45 -0.88 3.75
C 4.00 -0.33 4.89
H 5.82 1.35 7.85
H 4.17 1.25 7.15
H 5.12 -0.24 7.41
H 6.77 1.15 3.49
H 5.76 0.15 1.43
H 2.53 -1.45 3.81
H 3.52 -0.47 5.86
C -3.71 0.30 -4.59
N -3.27 -0.06 -3.26
C -3.98 -0.95 -2.51
O -5.02 -1.50 -2.84
C -3.23 -1.12 -1.18
C -2.76 -2.57 -0.97
C -3.91 -3.55 -0.88
C -4.04 -4.58 -1.82
C -5.12 -5.45 -1.76
C -6.08 -5.30 -0.75
C -5.95 -4.28 0.20
C -4.86 -3.41 0.14
N -2.13 -0.17 -1.31
C -1.23 0.05 -0.32
C -0.18 0.95 -0.42
C 0.77 1.23 0.55
C 1.82 2.19 0.36
C 1.98 2.89 -0.87
C 3.04 3.81 -1.03
N 3.17 4.49 -2.28
O 4.11 5.30 -2.44
O 2.33 4.26 -3.19
C 3.96 4.06 0.00
C 3.81 3.38 1.21
C 2.76 2.48 1.39
C -2.10 0.53 -2.62
C -0.85 0.17 -3.43
C -2.34 2.04 -2.45
H -4.60 -0.27 -4.85
H -3.94 1.37 -4.65
H -2.92 0.09 -5.33
H -3.90 -0.81 -0.35
H -2.11 -2.84 -1.83
H -2.15 -2.60 -0.05
H -3.28 -4.66 -2.61
H -5.22 -6.24 -2.51
H -6.94 -5.98 -0.71
H -6.69 -4.15 0.99
H -4.74 -2.60 0.88
H -1.38 -0.53 0.60
H -0.08 1.48 -1.35
H 0.73 0.73 1.52
H 1.31 2.75 -1.71
H 4.76 4.78 -0.18
H 4.52 3.56 2.02
H 2.65 1.94 2.34
H -0.83 -0.92 -3.57
H -0.89 0.66 -4.41
H 0.07 0.46 -2.92
H -3.30 2.19 -1.94
H -1.55 2.52 -1.86
H -2.37 2.51 -3.44
```

Results
* DFT total energy: -54066.4194 eV
* energy above the lowest of the compared OMol25 structures with the same formula, charge and spin: 616.0 kJ/mol

No. 3
Computed, not measured: a molecular structure, C29H31N5O2S2SiTc, with ωB97M-V/def2-TZVPD.

Geometry as XYZ:
```
71
C29H31N5O2S2SiTc ωB97M-V/def2-TZVPD
Tc 0.85 0.47 -0.49
C -1.88 3.49 1.93
N -1.84 2.11 2.43
C -2.85 1.56 3.19
C -2.47 0.30 3.50
N -1.24 0.09 2.91
C -0.86 1.21 2.26
S 0.69 1.60 1.55
C -0.46 -1.10 3.10
C -0.49 -1.73 4.33
C 0.27 -2.88 4.46
C 1.02 -3.32 3.38
C 0.97 -2.59 2.20
N 0.24 -1.49 2.06
H -2.22 4.13 2.74
H -2.57 3.55 1.09
H -0.88 3.78 1.63
H -3.74 2.11 3.44
H -2.99 -0.47 4.04
H -1.06 -1.34 5.17
H 0.28 -3.42 5.40
H 1.63 -4.21 3.45
H 1.52 -2.91 1.32
O 2.20 -0.93 -0.18
N 3.52 -0.64 -0.05
C 4.35 -1.65 0.28
C 5.69 -1.40 0.42
C 6.16 -0.10 0.20
C 5.28 0.90 -0.15
C 3.92 0.61 -0.28
S 2.72 1.76 -0.77
H 3.87 -2.61 0.42
H 6.35 -2.21 0.69
H 7.21 0.11 0.31
H 5.61 1.91 -0.33
C 0.79 4.30 -1.08
Si -0.42 3.26 -2.03
C 0.05 3.29 -3.83
C -2.12 3.96 -1.66
N -0.45 1.47 -1.54
C -1.48 0.72 -2.15
C -2.46 1.23 -3.01
C -3.39 0.41 -3.60
C -3.37 -0.96 -3.37
C -2.42 -1.51 -2.53
C -1.52 -0.66 -1.92
O -0.51 -1.09 -1.06
C -0.47 -2.47 -0.73
C 0.54 -3.24 -1.27
C 0.59 -4.59 -0.94
C -0.37 -5.13 -0.09
C -1.38 -4.33 0.42
C -1.44 -2.99 0.11
H 0.48 5.32 -1.29
H 1.81 4.21 -1.43
H 0.76 4.16 0.00
H 0.32 4.31 -4.11
H -0.71 2.94 -4.52
H 0.95 2.68 -3.98
H -2.03 4.72 -0.89
H -2.85 3.21 -1.33
H -2.54 4.45 -2.54
H -2.49 2.29 -3.23
H -4.14 0.83 -4.26
H -4.09 -1.61 -3.86
H -2.39 -2.57 -2.35
H 1.26 -2.79 -1.94
H 1.36 -5.21 -1.36
H -0.33 -6.18 0.15
H -2.14 -4.76 1.07
H -2.22 -2.35 0.50
```

Results
* DFT total energy: -73856.1227 eV
* charge: +2
* spin multiplicity: 2
* energy above the lowest of the compared OMol25 structures with the same formula, charge and spin: 0.0 kJ/mol

No. 4
Computed, not measured: a molecular structure, C29H32AsN3O3SZr, with ωB97M-V/def2-TZVPD.

Geometry as XYZ:
```
70
C29H32AsN3O3SZr ωB97M-V/def2-TZVPD
Zr 0.92 -1.00 -1.05
C -1.70 -3.29 1.10
C -0.37 -3.33 0.42
C -0.26 -3.82 -0.89
C 0.97 -3.90 -1.53
C 2.13 -3.50 -0.87
C 2.05 -3.05 0.45
C 0.81 -2.92 1.07
H -1.84 -4.20 1.67
H -2.51 -3.22 0.38
H -1.77 -2.45 1.79
H -1.16 -4.14 -1.41
H 1.03 -4.26 -2.55
H 3.09 -3.56 -1.37
H 2.95 -2.77 0.98
H 0.76 -2.55 2.09
S 3.06 -0.11 -0.12
C 3.01 0.53 1.54
C 4.21 0.71 2.23
C 4.20 1.26 3.50
C 3.01 1.65 4.10
C 1.81 1.50 3.42
C 1.82 0.94 2.14
As 0.29 0.68 1.06
C 0.34 2.11 -0.26
C 1.47 2.91 -0.39
C 1.51 3.90 -1.36
C 0.43 4.09 -2.21
C -0.71 3.30 -2.08
C -0.75 2.32 -1.10
C -1.33 1.00 2.08
C -2.01 2.21 2.00
C -3.16 2.41 2.74
C -3.65 1.40 3.56
C -2.97 0.20 3.66
C -1.81 0.00 2.92
H 5.15 0.41 1.77
H 5.14 1.38 4.03
H 3.02 2.08 5.09
H 0.88 1.82 3.87
H 2.32 2.78 0.27
H 2.38 4.53 -1.45
H 0.47 4.86 -2.97
H -1.56 3.46 -2.72
H -1.66 1.74 -0.98
H -1.63 3.02 1.38
H -3.68 3.36 2.69
H -4.55 1.57 4.14
H -3.33 -0.58 4.32
H -1.27 -0.94 3.04
N 3.61 -1.14 -3.75
C 2.44 -0.74 -4.55
C 1.38 -0.68 -3.49
O 0.68 -1.68 -3.16
O 1.34 0.31 -2.67
H 4.11 -0.33 -3.41
H 4.24 -1.71 -4.28
H 2.19 -1.53 -5.26
H 2.54 0.21 -5.06
C -4.64 0.14 -0.71
N -3.25 -0.25 -0.47
C -2.41 -0.62 -1.42
N -2.81 -0.68 -2.70
O -1.21 -0.94 -1.13
H -5.08 0.43 0.24
H -5.22 -0.69 -1.11
H -4.69 1.00 -1.38
H -2.87 -0.18 0.46
H -3.74 -0.47 -2.99
H -2.14 -1.00 -3.38
```

Results
* DFT total energy: -114150.5396 eV
* charge: +2
* energy above the lowest of the compared OMol25 structures with the same formula, charge and spin: 106.6 kJ/mol

No. 5
Computed, not measured: a molecular structure, C29H32Br2IrN9OS in a non-equilibrium geometry, with ωB97M-V/def2-TZVPD.

Geometry as XYZ:
```
75
C29H32Br2IrN9OS ωB97M-V/def2-TZVPD
Ir -0.61 -0.30 0.52
C 0.19 -4.61 -1.08
C -0.12 -3.16 -0.88
N -0.80 -2.67 0.10
N -1.40 -3.43 1.04
C -2.27 -2.91 1.95
N -2.92 -3.78 2.72
S -2.50 -1.26 2.13
C 0.28 -2.19 -1.91
C 1.00 -2.54 -3.05
C 1.18 -1.61 -4.06
C 0.64 -0.34 -3.90
C -0.02 -0.05 -2.71
N -0.19 -0.94 -1.75
H -0.14 -5.23 -0.25
H 1.26 -4.75 -1.20
H -0.30 -4.97 -1.98
H -1.37 -4.45 0.94
H -2.84 -4.78 2.61
H -3.59 -3.44 3.40
H 1.40 -3.54 -3.16
H 1.71 -1.87 -4.96
H 0.74 0.41 -4.66
H -0.44 0.93 -2.54
Br -0.92 3.55 4.15
C -0.11 1.89 4.47
C 0.40 1.56 5.70
C 0.98 0.32 5.93
Br 1.63 -0.09 7.65
C 1.08 -0.64 4.87
C 1.69 -1.90 5.00
C 1.82 -2.70 3.89
C 1.31 -2.25 2.67
N 0.67 -1.11 2.53
C 0.56 -0.30 3.59
C -0.09 0.98 3.36
O -0.61 1.26 2.26
H 0.36 2.28 6.51
H 2.06 -2.23 5.96
H 2.32 -3.66 3.95
H 1.45 -2.84 1.77
C -0.83 3.16 0.05
N -2.10 3.15 -0.61
C -2.83 4.40 -0.49
C -2.67 2.01 -1.06
N -2.23 0.83 -0.69
N -3.71 2.13 -1.94
C -4.68 1.06 -2.08
C -3.73 3.10 -3.01
H -0.31 4.08 -0.20
H -0.24 2.30 -0.24
H -0.95 3.13 1.14
H -2.70 4.78 0.52
H -3.89 4.25 -0.66
H -2.45 5.16 -1.18
H -2.72 0.09 -1.18
H -4.88 0.60 -1.11
H -4.35 0.29 -2.79
H -5.60 1.48 -2.47
H -2.83 3.71 -3.00
H -4.60 3.75 -2.94
H -3.78 2.59 -3.97
N 1.49 0.38 0.09
C 2.48 0.56 -0.50
C 3.64 0.75 -1.23
C 4.15 2.04 -1.45
C 5.29 2.19 -2.22
C 5.91 1.08 -2.77
C 5.42 -0.20 -2.54
C 4.29 -0.38 -1.77
H 3.66 2.89 -1.01
H 5.70 3.18 -2.38
H 6.79 1.21 -3.39
H 5.93 -1.06 -2.94
H 3.89 -1.36 -1.58
```

Results
* DFT total energy: -199783.1749 eV
* charge: +3
* spin multiplicity: 6
* energy above the lowest of the compared OMol25 structures with the same formula, charge and spin: 95.5 kJ/mol

No. 6
Computed, not measured: a molecular structure, C29H32F9N5O6P3Tl, with ωB97M-V/def2-TZVPD.

Geometry as XYZ:
```
85
C29H32F9N5O6P3Tl ωB97M-V/def2-TZVPD
Tl 0.46 1.10 0.70
N -1.68 5.48 2.22
C -0.86 4.23 2.46
C -0.13 4.35 3.79
P 0.38 4.23 1.09
O -0.39 3.57 -0.20
O 0.64 5.66 0.83
O 1.39 3.17 1.44
P -2.02 2.82 2.35
O -2.79 2.85 3.76
O -2.96 3.19 1.26
O -1.18 1.56 2.30
H -1.06 6.16 1.75
H -2.05 5.87 3.09
H -2.47 5.22 1.61
H 0.58 5.18 3.79
H 0.43 3.44 3.97
H -0.84 4.49 4.61
H -0.87 4.22 -0.71
H -2.55 2.14 4.36
F -2.00 1.63 -8.51
C -2.84 0.82 -7.85
F -4.04 1.40 -7.82
F -2.94 -0.32 -8.54
C -2.31 0.57 -6.45
C -2.60 1.49 -5.44
C -2.09 1.30 -4.17
C -1.30 0.17 -3.92
C -0.99 -0.74 -4.93
C -1.52 -0.54 -6.20
P -0.74 -0.13 -2.26
C 0.63 -1.28 -2.21
C 0.57 -2.56 -1.66
C 1.73 -3.32 -1.57
C 2.94 -2.79 -2.00
C 3.00 -1.53 -2.58
C 1.84 -0.77 -2.69
C 4.21 -3.60 -1.85
F 4.10 -4.47 -0.83
F 4.50 -4.29 -2.95
F 5.25 -2.80 -1.57
C -2.14 -0.50 -1.21
C -2.74 -1.77 -1.18
C -3.84 -1.98 -0.38
C -4.37 -0.93 0.37
C -3.82 0.34 0.30
C -2.70 0.55 -0.48
C -5.54 -1.21 1.29
F -6.19 -0.09 1.63
F -6.41 -2.04 0.73
F -5.10 -1.78 2.42
H -3.21 2.36 -5.66
H -2.32 2.00 -3.39
H -0.36 -1.59 -4.74
H -1.31 -1.25 -6.99
H -0.35 -2.96 -1.28
H 1.69 -4.31 -1.14
H 3.94 -1.14 -2.93
H 1.90 0.22 -3.12
H -2.37 -2.58 -1.80
H -4.31 -2.95 -0.35
H -4.24 1.16 0.86
H -2.27 1.55 -0.50
C 3.39 -0.21 2.51
N 2.04 -0.77 2.70
C 1.93 -2.03 1.94
N 2.95 -3.01 2.32
C 4.27 -2.42 2.13
N 4.38 -1.20 2.94
C 4.35 -1.45 4.38
N 3.01 -2.01 4.47
C 1.94 -1.06 4.13
C 2.84 -3.28 3.75
H 3.50 0.70 3.08
H 3.56 0.01 1.45
H 2.02 -1.81 0.88
H 0.94 -2.45 2.12
H 4.42 -2.15 1.09
H 5.05 -3.13 2.43
H 4.44 -0.54 4.95
H 5.10 -2.18 4.67
H 2.07 -0.15 4.72
H 0.98 -1.52 4.35
H 1.85 -3.68 3.99
H 3.61 -3.98 4.07
```

Results
* DFT total energy: -107336.3654 eV
* charge: +2
* energy above the lowest of the compared OMol25 structures with the same formula, charge and spin: 83.5 kJ/mol

Please write out number 6 again, unchanged.
Computed, not measured: a molecular structure, C29H32F9N5O6P3Tl, with ωB97M-V/def2-TZVPD.

Geometry as XYZ:
```
85
C29H32F9N5O6P3Tl ωB97M-V/def2-TZVPD
Tl 0.46 1.10 0.70
N -1.68 5.48 2.22
C -0.86 4.23 2.46
C -0.13 4.35 3.79
P 0.38 4.23 1.09
O -0.39 3.57 -0.20
O 0.64 5.66 0.83
O 1.39 3.17 1.44
P -2.02 2.82 2.35
O -2.79 2.85 3.76
O -2.96 3.19 1.26
O -1.18 1.56 2.30
H -1.06 6.16 1.75
H -2.05 5.87 3.09
H -2.47 5.22 1.61
H 0.58 5.18 3.79
H 0.43 3.44 3.97
H -0.84 4.49 4.61
H -0.87 4.22 -0.71
H -2.55 2.14 4.36
F -2.00 1.63 -8.51
C -2.84 0.82 -7.85
F -4.04 1.40 -7.82
F -2.94 -0.32 -8.54
C -2.31 0.57 -6.45
C -2.60 1.49 -5.44
C -2.09 1.30 -4.17
C -1.30 0.17 -3.92
C -0.99 -0.74 -4.93
C -1.52 -0.54 -6.20
P -0.74 -0.13 -2.26
C 0.63 -1.28 -2.21
C 0.57 -2.56 -1.66
C 1.73 -3.32 -1.57
C 2.94 -2.79 -2.00
C 3.00 -1.53 -2.58
C 1.84 -0.77 -2.69
C 4.21 -3.60 -1.85
F 4.10 -4.47 -0.83
F 4.50 -4.29 -2.95
F 5.25 -2.80 -1.57
C -2.14 -0.50 -1.21
C -2.74 -1.77 -1.18
C -3.84 -1.98 -0.38
C -4.37 -0.93 0.37
C -3.82 0.34 0.30
C -2.70 0.55 -0.48
C -5.54 -1.21 1.29
F -6.19 -0.09 1.63
F -6.41 -2.04 0.73
F -5.10 -1.78 2.42
H -3.21 2.36 -5.66
H -2.32 2.00 -3.39
H -0.36 -1.59 -4.74
H -1.31 -1.25 -6.99
H -0.35 -2.96 -1.28
H 1.69 -4.31 -1.14
H 3.94 -1.14 -2.93
H 1.90 0.22 -3.12
H -2.37 -2.58 -1.80
H -4.31 -2.95 -0.35
H -4.24 1.16 0.86
H -2.27 1.55 -0.50
C 3.39 -0.21 2.51
N 2.04 -0.77 2.70
C 1.93 -2.03 1.94
N 2.95 -3.01 2.32
C 4.27 -2.42 2.13
N 4.38 -1.20 2.94
C 4.35 -1.45 4.38
N 3.01 -2.01 4.47
C 1.94 -1.06 4.13
C 2.84 -3.28 3.75
H 3.50 0.70 3.08
H 3.56 0.01 1.45
H 2.02 -1.81 0.88
H 0.94 -2.45 2.12
H 4.42 -2.15 1.09
H 5.05 -3.13 2.43
H 4.44 -0.54 4.95
H 5.10 -2.18 4.67
H 2.07 -0.15 4.72
H 0.98 -1.52 4.35
H 1.85 -3.68 3.99
H 3.61 -3.98 4.07
```

Results
* DFT total energy: -107336.3654 eV
* charge: +2
* energy above the lowest of the compared OMol25 structures with the same formula, charge and spin: 83.5 kJ/mol

Q: Which of these has the lowest DFT total energy?
A: C29H32Br2IrN9OS

Repeat the fourth record exactly.
Computed, not measured: a molecular structure, C29H32AsN3O3SZr, with ωB97M-V/def2-TZVPD.

Geometry as XYZ:
```
70
C29H32AsN3O3SZr ωB97M-V/def2-TZVPD
Zr 0.92 -1.00 -1.05
C -1.70 -3.29 1.10
C -0.37 -3.33 0.42
C -0.26 -3.82 -0.89
C 0.97 -3.90 -1.53
C 2.13 -3.50 -0.87
C 2.05 -3.05 0.45
C 0.81 -2.92 1.07
H -1.84 -4.20 1.67
H -2.51 -3.22 0.38
H -1.77 -2.45 1.79
H -1.16 -4.14 -1.41
H 1.03 -4.26 -2.55
H 3.09 -3.56 -1.37
H 2.95 -2.77 0.98
H 0.76 -2.55 2.09
S 3.06 -0.11 -0.12
C 3.01 0.53 1.54
C 4.21 0.71 2.23
C 4.20 1.26 3.50
C 3.01 1.65 4.10
C 1.81 1.50 3.42
C 1.82 0.94 2.14
As 0.29 0.68 1.06
C 0.34 2.11 -0.26
C 1.47 2.91 -0.39
C 1.51 3.90 -1.36
C 0.43 4.09 -2.21
C -0.71 3.30 -2.08
C -0.75 2.32 -1.10
C -1.33 1.00 2.08
C -2.01 2.21 2.00
C -3.16 2.41 2.74
C -3.65 1.40 3.56
C -2.97 0.20 3.66
C -1.81 0.00 2.92
H 5.15 0.41 1.77
H 5.14 1.38 4.03
H 3.02 2.08 5.09
H 0.88 1.82 3.87
H 2.32 2.78 0.27
H 2.38 4.53 -1.45
H 0.47 4.86 -2.97
H -1.56 3.46 -2.72
H -1.66 1.74 -0.98
H -1.63 3.02 1.38
H -3.68 3.36 2.69
H -4.55 1.57 4.14
H -3.33 -0.58 4.32
H -1.27 -0.94 3.04
N 3.61 -1.14 -3.75
C 2.44 -0.74 -4.55
C 1.38 -0.68 -3.49
O 0.68 -1.68 -3.16
O 1.34 0.31 -2.67
H 4.11 -0.33 -3.41
H 4.24 -1.71 -4.28
H 2.19 -1.53 -5.26
H 2.54 0.21 -5.06
C -4.64 0.14 -0.71
N -3.25 -0.25 -0.47
C -2.41 -0.62 -1.42
N -2.81 -0.68 -2.70
O -1.21 -0.94 -1.13
H -5.08 0.43 0.24
H -5.22 -0.69 -1.11
H -4.69 1.00 -1.38
H -2.87 -0.18 0.46
H -3.74 -0.47 -2.99
H -2.14 -1.00 -3.38
```

Results
* DFT total energy: -114150.5396 eV
* charge: +2
* energy above the lowest of the compared OMol25 structures with the same formula, charge and spin: 106.6 kJ/mol

Q: What is the DFT total energy in the first record?
A: -127972.7141 eV